No. 1
One molecule with the formula C8H8N2O4S. Source: the OMol25 dataset; level of theory: wB97M-V/def2-TZVPD.

Results
SMILES   CC(Sc1ccccc1)([N+](=O)[O-])[N+](=O)[O-]
HOMO energy   -9.9 eV
Electronic energy   -1118.05445 Eh

Last column: natural (NBO) charge in e.
Element x y z (Å)
C: 1.203 -1.398 0.216  -0.682
C: 0.584 -1.252 -1.154  -0.013
S: 0.306 0.360 -1.864  0.334
C: -0.192 1.119 -0.266  -0.162
C: 0.717 1.795 0.553  -0.225
C: 0.240 2.378 1.698  -0.229
C: -1.063 2.116 2.077  -0.182
C: -1.994 1.656 1.116  -0.198
C: -1.523 1.094 -0.005  -0.253
N: -0.816 -2.098 -1.170  0.542
O: -1.216 -2.542 -0.149  -0.347
O: -1.205 -2.319 -2.259  -0.344
N: 1.470 -2.015 -2.131  0.521
O: 1.842 -3.100 -1.830  -0.348
O: 1.702 -1.466 -3.157  -0.333
H: 0.793 -0.780 1.081  0.258
H: 1.059 -2.370 0.559  0.259
H: 2.206 -0.974 0.170  0.242
H: 1.814 2.108 0.322  0.242
H: 0.959 2.968 2.244  0.225
H: -1.417 2.390 3.188  0.225
H: -3.108 1.634 1.364  0.228
H: -2.358 0.697 -0.605  0.242

=====

No. 2
A 5-piece molecular cluster, C25H39N2O15 overall. Source: the OMol25 dataset; level of theory: wB97M-V/def2-TZVPD.

Results
HOMO energy   -12.0 eV
Charge   +1
Electronic energy   -2213.97928 Eh

Last column: Löwdin charge in e.
Element x y z (Å)
O: 1.123 1.175 3.176  0.121
C: 0.412 0.342 2.687  -0.478
O: -0.436 -0.415 3.497  0.078
C: 0.409 0.001 1.159  -0.084
C: 0.199 1.243 0.218  -0.096
C: -0.997 2.163 0.651  -0.140
C: -2.304 1.647 0.965  0.056
N: -3.064 2.805 1.260  -0.044
C: -4.509 2.844 1.619  -0.106
C: -5.105 1.416 1.920  -0.149
C: -5.374 0.550 0.642  -0.247
O: -5.607 -0.803 1.096  -0.097
C: -2.297 3.914 1.135  -0.007
N: -1.008 3.571 0.761  0.173
H: -1.186 -0.749 2.966  0.100
H: 1.433 -0.412 0.921  0.125
H: -0.331 -0.815 0.956  0.122
H: -0.105 0.828 -0.790  0.136
H: 1.137 1.828 0.031  0.122
H: -2.652 0.595 0.966  0.139
H: -4.716 3.569 2.457  0.143
H: -5.040 3.263 0.711  0.145
H: -4.504 0.889 2.714  0.129
H: -6.113 1.604 2.397  0.133
H: -4.489 0.485 -0.061  0.112
H: -6.251 0.924 0.032  0.134
H: -5.249 -1.358 0.374  0.058
H: -2.568 4.981 1.285  0.154
H: -0.230 4.208 0.571  0.167
C: 6.440 -1.271 -0.961  -0.013
C: 5.139 -0.793 -1.563  -0.327
C: 4.417 0.231 -0.734  -0.095
O: 3.056 0.027 -1.126  0.035
C: 2.953 -1.279 -1.502  -0.548
O: 1.920 -1.842 -1.701  0.148
O: 4.176 -1.854 -1.617  0.089
H: 6.785 -2.176 -1.463  0.095
H: 7.213 -0.505 -1.043  0.095
H: 6.316 -1.525 0.094  0.091
H: 5.306 -0.442 -2.586  0.165
H: 4.735 1.251 -0.950  0.143
H: 4.494 0.053 0.343  0.142
C: 2.364 -4.553 -3.162  -0.017
C: 2.920 -4.753 -4.553  -0.335
C: 2.593 -6.088 -5.161  -0.105
O: 3.677 -6.278 -6.071  0.065
C: 4.738 -5.593 -5.560  -0.549
O: 5.856 -5.690 -5.955  0.166
O: 4.350 -4.785 -4.533  0.082
H: 2.833 -3.697 -2.683  0.049
H: 1.285 -4.393 -3.190  0.096
H: 2.568 -5.419 -2.527  0.094
H: 2.613 -3.927 -5.203  0.161
H: 1.639 -6.091 -5.688  0.141
H: 2.604 -6.910 -4.439  0.140
C: 3.023 7.344 1.109  -0.016
C: 1.729 7.833 0.499  -0.331
C: 1.012 8.864 1.323  -0.087
O: -0.349 8.671 0.925  0.085
C: -0.465 7.376 0.552  -0.539
O: -1.505 6.821 0.347  0.134
O: 0.754 6.782 0.442  0.069
H: 3.362 6.435 0.609  0.089
H: 3.803 8.103 1.029  0.097
H: 2.891 7.092 2.164  0.092
H: 1.903 8.182 -0.523  0.165
H: 1.340 9.880 1.108  0.148
H: 1.082 8.687 2.400  0.145
C: -4.074 -6.608 1.984  -0.015
C: -3.571 -5.183 2.034  -0.331
C: -4.487 -4.232 2.749  -0.086
O: -4.164 -2.985 2.128  0.052
C: -3.736 -3.277 0.874  -0.543
O: -3.570 -2.462 0.008  0.130
O: -3.524 -4.606 0.722  0.103
H: -3.511 -7.187 1.251  0.092
H: -3.983 -7.088 2.960  0.095
H: -5.122 -6.645 1.677  0.092
H: -2.557 -5.157 2.447  0.162
H: -4.301 -4.192 3.822  0.146
H: -5.547 -4.436 2.579  0.147

=====

No. 3
C4H8O3 as an isolated structure. Source: the OMol25 dataset; level of theory: wB97M-V/def2-TZVPD.

Results
HOMO energy   -9.6 eV
Electronic energy   -382.76649 Eh

Last column: natural (NBO) charge in e.
Element x y z (Å)
C: -0.997 0.804 -1.096  -0.636
C: -0.661 -0.486 -0.378  0.060
O: -0.050 -1.380 -1.272  -0.702
C: 0.378 -0.348 0.751  0.118
O: 0.793 -1.512 1.257  -0.793
C: 1.500 0.667 0.556  0.403
O: 1.617 1.677 1.202  -0.497
H: -1.740 0.614 -1.875  0.235
H: -1.403 1.547 -0.400  0.218
H: -0.106 1.223 -1.575  0.218
H: -1.565 -0.928 0.074  0.171
H: 0.305 -2.091 -0.705  0.496
H: -0.327 0.354 1.697  0.105
H: 0.022 -0.479 1.967  0.456
H: 2.234 0.338 -0.204  0.148

=====

No. 4
C20H48F6KO20P4 as an isolated structure. Source: the OMol25 dataset; level of theory: wB97M-V/def2-TZVPD.

Results
HOMO energy   -4.8 eV
Charge   -1
Electronic energy   -4860.49826 Eh

Last column: Löwdin charge in e.
Element x y z (Å)
K: -0.970 -0.523 0.963  0.795
C: 1.328 2.084 1.299  -0.355
O: 0.132 1.693 2.006  -0.253
O: 1.425 0.930 0.394  -0.336
C: 1.238 3.625 0.833  -0.474
F: 1.791 4.543 1.710  0.064
F: 2.036 3.925 -0.227  0.106
F: -0.037 4.015 0.689  0.133
C: -0.121 2.254 3.276  -0.277
C: -1.640 2.227 3.446  -0.048
H: -2.008 1.254 3.772  0.042
H: -1.803 2.826 4.342  0.072
H: -2.093 2.636 2.544  0.087
H: 0.156 3.277 3.532  0.111
H: 0.505 1.650 3.933  0.118
H: 2.044 1.844 2.086  0.115
C: -1.509 -3.507 2.628  -0.455
O: -2.052 -2.252 2.924  -0.156
O: -1.024 -3.470 1.247  -0.310
C: -0.345 -3.772 3.531  -0.613
F: -0.789 -3.565 4.782  0.119
F: -0.005 -5.024 3.432  0.176
F: 0.776 -3.005 3.378  0.124
C: -3.379 -2.246 3.523  -0.243
C: -3.731 -0.821 3.772  -0.093
H: -4.775 -0.691 4.057  0.079
H: -3.112 -0.356 4.539  0.072
H: -3.543 -0.192 2.902  0.053
H: -3.310 -2.708 4.508  0.112
H: -4.189 -2.805 3.054  0.117
H: -2.262 -4.279 2.790  0.142
C: 0.114 1.883 -3.018  -0.140
O: -0.586 3.123 -2.898  -0.204
P: 0.318 4.227 -3.772  0.464
O: 1.598 3.836 -4.393  -0.224
O: -0.727 4.629 -4.875  -0.251
C: -0.277 5.030 -6.205  -0.064
O: 0.278 5.629 -2.971  -0.188
C: -0.915 6.263 -2.792  -0.173
H: 0.639 1.692 -3.954  0.075
H: -0.543 1.049 -2.772  0.090
H: 0.975 1.733 -2.366  0.081
H: -0.454 4.136 -6.802  0.088
H: 0.752 5.388 -6.243  0.085
H: -0.915 5.815 -6.612  0.081
H: -1.043 6.487 -1.733  0.088
H: -1.814 5.669 -2.956  0.086
H: -1.011 7.263 -3.216  0.092
C: -1.157 -3.330 -5.204  -0.144
O: 0.184 -3.153 -4.939  -0.207
P: 0.876 -4.461 -4.316  0.421
O: 0.551 -5.795 -4.830  -0.228
O: 2.441 -4.104 -4.410  -0.211
C: 3.106 -3.680 -5.560  -0.121
O: 0.554 -4.345 -2.731  -0.200
C: 0.696 -3.227 -1.888  -0.096
H: -1.491 -4.349 -5.007  0.085
H: -1.418 -3.084 -6.233  0.092
H: -1.712 -2.659 -4.548  0.085
H: 2.446 -3.311 -6.345  0.088
H: 3.787 -4.459 -5.901  0.087
H: 3.786 -2.898 -5.225  0.089
H: 1.224 -3.394 -0.949  0.101
H: -0.278 -2.811 -1.630  0.072
H: 1.175 -2.389 -2.394  0.086
C: -6.222 -0.604 0.541  -0.095
O: -5.835 0.153 -0.601  -0.205
P: -4.306 0.173 -1.071  0.415
O: -3.246 0.241 -0.037  -0.328
O: -4.341 1.453 -2.006  -0.209
C: -3.895 2.756 -1.478  -0.036
O: -4.217 -1.116 -2.028  -0.201
C: -3.700 -2.405 -1.596  -0.065
H: -5.378 -0.518 1.226  0.063
H: -6.640 -1.606 0.449  0.097
H: -6.856 0.011 1.180  0.087
H: -3.762 2.670 -0.400  0.083
H: -4.507 3.622 -1.732  0.085
H: -2.982 2.927 -2.049  0.073
H: -3.047 -2.351 -0.724  0.068
H: -2.921 -2.829 -2.229  0.071
H: -4.458 -3.172 -1.442  0.093
C: 6.397 0.336 6.146  -0.163
O: 6.940 -0.597 5.267  -0.191
P: 5.778 -1.410 4.470  0.435
O: 4.990 -2.380 5.319  -0.254
O: 4.778 -0.299 3.841  -0.240
C: 3.542 -0.689 3.242  -0.079
O: 6.538 -1.974 3.218  -0.200
C: 7.163 -1.089 2.249  -0.080
H: 5.375 0.699 6.028  0.089
H: 6.969 1.258 6.246  0.084
H: 6.485 -0.070 7.153  0.088
H: 2.761 0.068 3.167  0.076
H: 3.091 -1.576 3.686  0.076
H: 3.703 -1.092 2.242  0.094
H: 8.227 -1.233 2.058  0.084
H: 6.987 -0.025 2.402  0.087
H: 6.698 -1.297 1.285  0.089